ORCA calculation (the ωB97M-V functional and the def2-TZVPD basis) on the molecule C3H2N2S.

HOMO level: -9.5 eV
SMILES string: S=C1N=CC=N1
E_tot: -16956.6173 eV
net charge: 0
LUMO level: -2.22 eV
orbital gap: 7.28 eV

Each line ends with the natural charge from an NBO analysis.
Atoms and positions in Å:
C -0.33816 0.09544 0.03839  0.10
C 1.42490 -1.11014 -0.14657  0.00
C 1.30043 -0.61689 1.17656  0.06
H 2.18789 -1.78414 -0.41145  0.20
H 1.94466 -0.70216 1.99972  0.21
N 0.50181 -0.74487 -0.91894  -0.36
N 0.21445 0.05976 1.34632  -0.41
S -1.46684 1.06697 -0.68689  0.19